1.
Here is a molecular structure, C16H21NO7Ru from the OMol25 dataset. Energies are from the ωB97M-V functional and the def2-TZVPD basis.

frontier orbital gap (alpha / beta): 0.2458 / 0.2258 Ha
⟨S²⟩: 0.98
molecular weight: 440.4 g/mol
E_LUMO (alpha / beta): 2.1 / 2.1 eV

Geometry as ORCA input:
```
! RIJCOSX wB97M-V def2-TZVPD def2/J DEFGRID3
* xyz -1 2
Ru 0.264 -0.172 -0.636
C -2.295 -2.765 -2.495
C -1.756 -1.456 -3.060
C -2.462 -1.091 -4.353
O -1.978 -0.386 -2.124
C -0.241 -1.664 -3.288
O 0.094 -2.215 -4.336
O 0.566 -1.319 -2.360
H -3.370 -2.676 -2.303
H -1.785 -3.032 -1.568
H -2.136 -3.560 -3.224
H -3.538 -1.269 -4.264
H -2.056 -1.681 -5.172
H -2.306 -0.033 -4.570
H -2.344 -0.760 -1.317
O -0.981 -1.758 0.386
C -1.397 -1.734 1.537
C -1.088 -0.764 2.570
C -1.603 -1.044 3.833
C -1.328 -0.235 4.895
C -0.516 0.917 4.732
C -0.018 1.230 3.517
C -0.279 0.413 2.339
O 0.178 0.768 1.227
N -1.869 -0.562 6.211
O -1.608 0.197 7.132
O -2.658 -1.488 6.300
H -2.084 -2.542 1.862
H -2.221 -1.921 3.984
H -0.309 1.532 5.597
H 0.594 2.111 3.370
C 3.421 2.265 -2.188
C 2.599 1.793 -0.985
C 2.319 2.993 -0.068
C 3.403 0.757 -0.205
C 1.279 1.198 -1.450
H 4.383 2.684 -1.873
H 2.882 3.035 -2.747
H 3.617 1.432 -2.868
H 3.259 3.453 0.259
H 1.754 2.674 0.808
H 1.730 3.755 -0.588
H 4.396 1.151 0.036
H 3.520 -0.160 -0.783
H 2.899 0.502 0.730
H 1.069 1.431 -2.502
*
```


2.
Here is C2H4N2OS in the gas phase from the OMol25 dataset. Energies are from the ωB97M-V functional and the def2-TZVPD basis.

frontier orbital gap: 0.3091 Ha
SMILES: NN(C=O)C=S
molecular weight: 104.1 g/mol
E_LUMO: -0.1 eV

Geometry as ORCA input:
```
! RIJCOSX wB97M-V def2-TZVPD def2/J DEFGRID3
* xyz 0 1
N -0.636 1.244 0.218
N 0.054 0.032 0.047
C -0.586 -0.966 -0.713
O -0.133 -2.062 -0.963
C 1.298 -0.026 0.625
S 2.366 -1.238 0.632
H -1.500 1.052 0.729
H -0.807 1.679 -0.662
H -1.562 -0.618 -1.053
H 1.506 0.903 1.141
*
```


3.
Here is a molecular structure, BrCu3 from the OMol25 dataset. Energies are from the ωB97M-V functional and the def2-TZVPD basis.

frontier orbital gap (alpha / beta): 0.1646 / 0.2903 Ha
⟨S²⟩: 0.76
molecular weight: 270.5 g/mol
E_LUMO (alpha / beta): -5.7 / -5.9 eV

Geometry as ORCA input:
```
! RIJCOSX wB97M-V def2-TZVPD def2/J DEFGRID3
* xyz 1 2
Cu -23.998 15.537 -2.243
Cu -25.198 12.775 -0.324
Cu -21.227 16.543 -0.380
Br -22.538 14.052 -0.225
*
```


4.
Here is 3 unconnected molecules or ions with the total composition C2H12N2O2 from the OMol25 dataset. Energies are from the ωB97M-V functional and the def2-TZVPD basis.

frontier orbital gap: 0.3363 Ha
SMILES: CNCN.O.O
molecular weight: 96.1 g/mol
E_LUMO: 0.6 eV

Geometry as ORCA input:
```
! RIJCOSX wB97M-V def2-TZVPD def2/J DEFGRID3
* xyz 0 1
C 0.670 0.848 2.281
N 0.020 -0.202 1.534
C -0.938 0.173 0.517
N -0.897 -0.675 -0.646
H 1.616 0.539 2.711
H 0.862 1.713 1.632
H 0.053 1.205 3.108
H 0.680 -0.854 1.134
H -0.788 1.221 0.204
H -1.953 0.142 0.915
H -0.069 -0.552 -1.213
H -0.998 -1.652 -0.404
O -2.994 -0.596 -3.357
H -2.369 -0.145 -2.778
H -3.295 -1.336 -2.823
O 3.097 -0.096 -0.964
H 3.889 -0.492 -0.579
H 3.413 0.760 -1.272
*
```


5.
Here is a molecular structure, C6H9CeCl2NdO6P from the OMol25 dataset. Energies are from the ωB97M-V functional and the def2-TZVPD basis.

frontier orbital gap (alpha / beta): 0.2365 / 0.2538 Ha
⟨S²⟩: 6.01
molecular weight: 563.4 g/mol
E_LUMO (alpha / beta): -15.4 / -14.9 eV

Geometry as ORCA input:
```
! RIJCOSX wB97M-V def2-TZVPD def2/J DEFGRID3
* xyz 4 5
Nd 0.286 0.798 -6.679
Ce 0.827 0.579 -0.262
Cl -0.745 3.080 -6.701
Cl 2.500 -1.189 -1.016
C -0.663 -0.941 0.910
C -0.274 1.295 -8.922
C 0.549 -0.952 -8.368
O -1.102 -1.663 1.699
O -0.489 1.283 -10.061
O 0.590 -1.582 -9.336
C -1.851 3.368 3.474
O -0.504 3.272 2.925
P -0.342 2.300 1.613
O 0.985 2.903 0.687
C 2.088 3.683 1.243
O 0.717 1.040 2.208
C 0.780 0.474 3.526
H -2.291 2.375 3.661
H -2.523 3.915 2.794
H -1.779 3.911 4.413
H 2.126 4.603 0.654
H 1.922 3.912 2.307
H 3.006 3.107 1.113
H 1.175 1.248 4.189
H -0.196 0.117 3.878
H 1.495 -0.351 3.471
*
```


6.
Here is a molecular structure, C38H39BN5O2S3SbSn from the OMol25 dataset. Energies are from the ωB97M-V functional and the def2-TZVPD basis.

frontier orbital gap: 0.2299 Ha
molecular weight: 945.2 g/mol
E_LUMO: -5.9 eV

Geometry as ORCA input:
```
! RIJCOSX wB97M-V def2-TZVPD def2/J DEFGRID3
* xyz 2 1
Sn -1.093 -0.319 1.623
C -3.724 -0.621 3.422
C -2.659 0.191 4.179
N -1.299 -0.345 3.946
C -1.048 -1.663 4.582
C -0.164 -2.537 3.699
N -0.566 -2.475 2.272
C -1.712 -3.316 1.845
C -3.048 -2.787 2.348
N -3.173 -1.298 2.205
H -4.525 0.051 3.121
H -4.178 -1.376 4.063
H -2.894 0.216 5.244
H -2.644 1.225 3.828
H -0.638 0.350 4.288
H -2.006 -2.138 4.778
H -0.570 -1.531 5.553
H -0.170 -3.567 4.061
H 0.867 -2.183 3.747
H 0.231 -2.757 1.705
H -1.578 -4.350 2.171
H -1.702 -3.319 0.753
H -3.201 -3.041 3.393
H -3.846 -3.279 1.793
H -3.800 -1.107 1.430
C 0.819 7.629 2.776
C -0.441 7.241 2.343
C -0.743 5.893 2.202
C 0.223 4.935 2.495
C 1.486 5.324 2.931
C 1.782 6.673 3.067
Sb -0.258 2.890 2.323
C -1.670 2.990 0.728
C -1.354 3.465 -0.541
C -2.313 3.480 -1.545
C -3.599 3.019 -1.296
C -3.934 2.556 -0.033
C -2.970 2.545 0.969
C 1.473 2.192 1.306
C 1.944 0.913 1.603
C 3.026 0.365 0.924
C 3.667 1.115 -0.052
C 3.236 2.406 -0.329
C 2.146 2.942 0.344
H 1.052 8.679 2.886
H -1.190 7.987 2.112
H -1.727 5.603 1.851
H 2.249 4.587 3.155
H 2.765 6.976 3.401
H -0.359 3.834 -0.755
H -2.063 3.863 -2.527
H -4.343 3.040 -2.082
H -4.947 2.233 0.175
H -3.260 2.229 1.969
H 1.506 0.345 2.426
H 3.388 -0.624 1.173
H 4.516 0.703 -0.581
H 3.750 2.997 -1.076
H 1.841 3.960 0.129
S 3.213 -6.555 -1.682
C 2.213 -5.283 -1.820
S 2.178 -3.936 -0.684
C 0.836 -3.267 -1.538
N 0.449 -3.929 -2.562
N 1.231 -5.021 -2.751
C 0.914 -5.873 -3.866
C 1.915 -6.241 -4.749
C 1.591 -7.051 -5.826
C 0.283 -7.476 -6.013
C -0.709 -7.090 -5.123
C -0.397 -6.287 -4.038
S -0.026 -1.831 -0.983
H 2.931 -5.905 -4.597
H 2.365 -7.346 -6.521
H 0.037 -8.108 -6.856
H -1.729 -7.419 -5.270
H -1.161 -5.977 -3.338
O 2.029 -0.649 -2.557
B 0.852 -0.489 -1.886
O 0.316 0.771 -1.956
C 1.219 1.455 -2.771
C 1.162 2.757 -3.205
C 2.216 3.182 -4.012
C 3.260 2.327 -4.357
C 3.295 1.004 -3.921
C 2.247 0.604 -3.127
H 0.342 3.409 -2.940
H 2.219 4.196 -4.387
H 4.056 2.693 -4.990
H 4.092 0.327 -4.195
*
```